Record 1
The following is a quantum chemistry calculation of a molecular structure, C52H40N4O4P2PbS2, from the Open Molecules 2025 dataset.

XYZ file:
```
105
Properties=species:S:1:pos:R:3:mulliken_charge:R:1
H 1.3303 0.4055 3.4737 0.20
C -4.2732 -0.8878 0.5944 -0.21
H 3.5982 -1.9627 0.6887 0.43
S 1.8419 -3.6414 -1.1737 0.97
C 1.5404 -4.7130 1.1386 -0.29
C -3.2974 -2.7541 1.7731 -0.46
H 3.5201 -7.9560 0.6536 0.41
C -3.2960 -0.5772 2.7725 -0.58
C -2.3549 4.4109 -0.6934 -0.23
H -2.1235 4.1335 3.1503 0.66
C 0.9596 3.7676 2.6956 -1.06
H 2.3111 5.3575 3.1649 0.41
H -3.1237 6.3809 -0.3726 0.45
H -2.5136 -3.5563 4.1952 0.42
C 0.5309 3.0474 -2.2258 -0.37
C -2.9906 -1.9356 2.8603 1.11
H -0.5081 2.6681 -5.9154 0.45
C -2.3325 -2.4857 4.0984 -1.54
C 2.0202 -0.4015 3.2538 -0.91
H -1.9657 1.7949 -4.1476 0.43
H 1.3198 0.3028 -2.2469 -0.18
C -3.5128 0.3936 -2.6709 -0.35
C -5.7136 1.7150 -1.6313 -0.70
C -0.6740 2.4165 -2.5426 0.22
C -5.8944 0.7154 -2.5768 -0.75
C -3.3175 1.4203 -1.7432 0.74
C 3.2392 0.2100 -3.1839 -1.09
C 0.8166 -3.4033 1.0941 0.59
H 4.4141 -3.3389 2.5487 0.48
H -4.1783 1.0008 1.6157 0.42
C 4.6078 0.1296 -2.9892 -0.96
H 3.3858 -6.3269 -1.2150 0.51
C 0.9742 3.4166 -4.5574 -0.71
H 4.1112 4.4634 1.7027 0.45
C 2.8983 0.2352 -0.7913 0.76
C -1.8710 3.2352 -0.1140 -0.59
C -4.4359 2.0658 -1.2154 -0.73
C 2.9947 2.7339 1.1332 -0.97
N 0.9463 -2.7794 -0.1092 -0.10
C -3.9331 -0.0556 1.6524 -0.15
N -1.0028 -2.6144 -6.6199 -0.63
O 0.1706 -2.9392 2.0255 -0.62
C -2.7466 5.4797 0.0934 -0.74
H -2.7114 -1.9870 4.9912 0.44
H -4.3261 2.8369 -0.4649 0.20
H 2.3843 -7.5146 2.7908 0.43
H -3.0360 0.0823 3.5935 0.43
H 1.0998 -5.3889 3.1203 0.58
C 5.1278 0.1071 -1.6987 -0.90
C 4.2812 0.1609 -0.6056 0.12
H -6.5700 2.2221 -1.2052 0.42
C -3.9317 -2.2336 0.6503 -0.86
H -6.8912 0.4492 -2.9039 0.38
C -0.3503 -1.3932 -3.4491 0.75
C 2.8929 -6.1331 -0.2714 -0.84
H -3.0404 6.1975 2.0999 0.44
H 3.8031 2.3423 0.5328 0.47
H 2.8210 0.2144 -4.1821 0.54
O -1.2769 1.9332 3.5420 -0.80
C -0.5435 -2.1451 -5.6680 0.52
C 2.3216 -6.7841 1.9945 -0.72
C 1.3473 3.5495 -3.2249 -0.51
C 2.3897 0.2601 -2.0864 -0.24
H -1.2533 -2.3394 4.0488 0.13
H -4.1648 -2.8724 -0.1942 0.41
H 3.6885 -2.8654 4.8683 0.40
H -4.9162 -0.7378 -3.8216 0.48
H 6.1967 0.0319 -1.5446 0.45
C 3.1722 3.9335 1.7990 -0.86
P 1.6970 0.2917 0.5683 1.94
H 1.6132 3.8022 -5.3414 0.39
C 2.4690 -1.1925 4.2998 -0.81
H 0.8373 3.1449 -1.1879 0.22
H 5.2742 0.0717 -3.8405 0.43
H -4.7826 -0.4922 -0.2756 0.45
C 1.7992 2.0167 1.2354 0.31
H 2.2809 4.0318 -2.9641 0.45
C 2.9615 -7.0376 0.7804 -0.58
P -1.6192 1.7321 -1.1344 2.32
C -2.1805 4.2395 2.0739 -1.01
N -0.6341 -1.1192 -2.3387 -0.97
H -2.4516 4.4678 -1.7713 0.54
S -0.8775 1.8421 2.1074 1.59
C 2.4417 -0.6509 1.9476 1.74
H 0.1606 4.1446 3.3206 0.48
C 0.7692 2.5899 1.9807 0.64
C -0.2161 2.7839 -4.8797 -0.61
C 3.3387 -2.2461 4.0520 -0.78
C -1.7335 3.1988 1.2682 0.26
O 1.0368 -4.0978 -2.2710 -0.70
H 2.1306 -0.9882 5.3073 0.47
C 3.3015 -1.7201 1.7026 -1.00
C 3.7505 -2.5080 2.7535 -0.99
H -2.6625 -0.1608 -3.0482 0.03
C 2.1693 -4.9754 -0.0592 0.36
C -4.7894 0.0531 -3.0934 -0.90
Pb -0.8378 -1.0351 -0.0432 1.89
C -1.0412 2.2865 -3.8764 -0.63
C 2.1630 4.4394 2.6111 -0.86
C 1.6007 -5.6124 2.1870 -0.17
H 4.6996 0.1200 0.3923 0.46
O 3.0682 -2.9482 -1.4697 -0.67
H -3.0336 -3.8052 1.8070 0.30
N 0.0039 -1.5441 -4.6358 -0.66
C -2.6933 5.3797 1.4815 -0.97
```

***

Record 2
99
Properties=species:S:1:pos:R:3:mulliken_charge:R:1 method="wB97M-V/def2-TZVPD" de_lowest_kcal_mol=48.1 charge=+1
C 0.8690 5.8331 1.7744 -0.77
H 0.6221 -0.5167 -0.7912 -0.69
H -5.5284 -2.1709 4.2081 0.43
C -4.9055 3.4027 -0.3424 -1.00
H 2.7062 -3.4460 4.7544 0.37
C -4.2846 4.4551 0.3120 -0.84
C 0.2000 -5.9289 1.3593 -0.59
C 4.9513 -4.0214 2.2790 -0.71
C 2.1371 1.0795 0.9443 -0.19
C 3.4209 -2.2561 1.6677 0.55
C -3.8226 -0.9877 3.7083 -0.84
H -4.9514 -1.4740 0.0242 0.44
H 2.9173 -3.8854 -2.1083 0.40
C 0.5011 3.7197 -0.0178 0.77
H -2.8506 -1.5972 -5.1737 0.42
H -0.6461 4.8576 2.9712 0.62
C 3.3565 0.8668 1.5701 -1.06
H -4.7664 5.4232 0.3611 0.43
H 2.0776 4.6354 -1.1394 0.55
Pt -1.2915 -1.4870 1.2587 2.00
H 5.4132 1.7387 -0.9745 0.48
C 3.2130 -3.3370 3.8003 -0.63
C 4.5021 -3.0746 1.3703 -1.01
C 0.5671 3.9672 -4.6140 -0.75
H 0.2478 4.6338 -2.6090 0.52
C 2.7578 -2.3820 2.8875 0.39
H 1.1220 -1.2205 2.4454 -0.15
H 0.4222 4.9555 -5.0331 0.44
H 1.3497 -7.5347 0.4988 0.42
H -6.2494 -2.4581 1.8595 0.47
P 0.4261 2.1232 -0.9175 2.64
H 4.6379 -4.8702 4.2263 0.40
C -2.4201 3.0433 0.8565 0.12
C 0.6635 2.5235 -2.6797 0.21
I -1.3812 -3.6221 2.6156 -0.13
C -2.6748 -0.2983 -1.5319 1.34
H 1.0150 0.4449 -3.1213 0.33
C -3.0498 4.2809 0.9091 -0.65
H 3.1011 -1.5021 0.9572 0.37
H 3.2444 2.1834 -2.0663 0.43
H 2.4002 -1.4808 -2.2181 0.54
C 0.4787 3.7881 -3.2380 -0.96
C -3.4800 -0.5817 1.3317 0.60
H -2.3661 0.7919 -4.7252 0.49
N 1.6681 -1.5590 3.2228 -0.30
H -2.2663 1.6182 -2.4212 0.32
C -0.0771 -4.6033 1.2717 0.61
C 1.4404 4.7120 -0.2692 -0.46
C -0.0664 4.8455 2.0562 0.25
C -3.0858 -0.4003 2.6717 -0.79
H 1.0916 -1.9584 3.9472 0.30
O -1.2008 2.8533 1.4590 -0.44
C 0.5072 -3.7313 0.3141 -0.20
C -4.9471 -1.7270 3.4105 -0.63
H 1.2191 0.7798 -5.5436 0.47
H -4.7678 1.3479 -0.9055 0.44
C 0.1864 -2.3445 0.2012 -0.56
H -2.2271 0.2250 2.9082 0.46
C 1.0146 1.6265 -4.9008 -0.65
C 0.8712 -1.5718 -0.7002 1.04
H 5.0008 -2.9604 0.4154 0.44
H 3.3802 0.5030 2.5898 0.53
H -3.5173 -0.8400 4.7366 0.48
C 1.7607 -5.6828 -0.4604 -0.99
C 4.4928 1.5582 -0.4325 -0.81
C -2.4752 0.5706 -2.6002 -0.68
H 5.4910 0.9353 1.3610 0.48
C 2.0855 1.5739 -0.3623 1.16
H -3.0522 -2.3495 -0.9742 0.27
H 5.7989 -4.6515 2.0441 0.43
C -2.7971 -1.2343 -4.1555 -0.80
H -5.8706 3.5411 -0.8119 0.47
H 2.3464 6.5382 0.3999 0.44
C 1.1306 -6.4761 0.4511 -0.70
C -3.0287 1.9783 0.1939 1.26
C 2.1555 -3.4562 -1.4685 -1.29
C 3.2711 1.8051 -1.0515 -0.79
C 0.8444 2.8943 -5.4455 -0.68
H -3.1900 -3.1574 -3.2822 0.48
C -4.2838 2.1715 -0.3929 -0.35
C 4.2997 -4.1422 3.4997 -0.57
H 2.4941 -6.1104 -1.1335 0.45
H 1.2121 0.9060 1.4910 0.27
C -0.2493 3.8190 1.1533 -1.70
H -2.5658 5.1026 1.4199 0.54
H 1.0211 6.6460 2.4739 0.43
C 1.4839 -4.2956 -0.5503 1.28
C -2.5329 0.1031 -3.9065 -0.65
H 0.9200 3.0405 -6.5151 0.41
C 4.5373 1.1078 0.8782 -0.60
P -2.3902 0.2860 0.1644 0.47
C -2.9214 -1.6504 -1.7904 -0.90
C -4.6340 -1.3315 1.0485 -0.72
C 1.6091 5.7738 0.6116 -0.99
C -2.9917 -2.1101 -3.0942 -0.93
C -5.3546 -1.8899 2.0795 -0.72
C 1.8616 -2.1251 -1.5325 -0.43
C 0.9091 1.4430 -3.5307 -0.47
H -0.2635 -6.5601 2.1066 0.45

***

Record 3
109
Properties=species:S:1:pos:R:3:mulliken_charge:R:1 method="wB97M-V/def2-TZVPD" de_lowest_kcal_mol=0.0 charge=-2
H 4.0214 -2.5860 4.1485 0.25
C 1.1881 -4.9512 3.0820 -1.44
C -2.4014 1.0134 3.0938 1.08
C -4.1627 2.5927 3.4250 -0.74
C 1.2938 -1.5006 -4.7513 0.25
H -2.9014 -1.0020 2.6638 0.38
C 4.7466 1.6874 -2.3397 -0.67
C 0.9438 0.6848 -4.0406 -0.39
C 5.7712 1.1188 -3.0427 -0.23
H 3.0814 -0.3462 4.1831 -0.04
C 2.4807 4.2072 2.2548 -0.19
C -2.6604 2.0805 -1.0440 -0.40
C 2.5409 0.5819 4.2813 -0.80
N 2.7721 -1.0164 0.6075 0.71
C -5.4666 0.5513 -2.8517 -0.99
N -1.0588 3.3528 -0.2417 0.88
H -0.9773 5.3578 -0.6722 0.15
H 3.9722 -4.0605 3.0317 0.14
C -3.1969 -2.0699 -0.1219 0.13
H -5.3913 -0.5393 2.9986 0.40
H 1.1648 1.1177 -6.8513 0.42
C 0.7099 6.1050 1.2880 -0.95
C 5.5564 -0.8796 -1.7833 -0.67
N 2.8386 -1.7099 1.8905 1.03
C 4.0241 -1.0217 0.1140 -0.51
C 1.1228 0.0500 -6.6413 -0.26
N -0.6893 -0.5618 2.7292 -0.68
C 4.0761 1.0198 -1.3454 0.03
H -2.5985 -5.4902 -0.1438 0.18
C 6.2367 -0.1699 -2.7795 -0.79
H 6.1756 1.7622 -3.8411 0.29
C 0.0852 1.3156 3.8654 -1.04
C -0.4737 4.5350 -0.1373 -1.29
H -5.0590 -1.2666 -0.7526 0.63
C -4.4808 -4.5587 -0.7045 -0.49
C -4.8319 3.1027 -1.7382 -0.23
H -7.1699 1.5866 -3.5791 0.45
C -5.1093 1.5693 3.3277 -0.60
H 5.4544 -3.1801 3.3301 0.42
C -4.6689 0.2519 3.0494 -0.53
H -3.5745 -0.0543 -2.0710 0.73
H 1.5925 -3.1800 -7.6528 0.35
C -3.0942 -4.5216 -0.3942 -1.01
H 1.5744 -3.6218 -5.2400 0.43
C 4.0103 -2.2939 2.0129 1.01
N -2.1028 3.3249 -1.0289 -0.98
C 1.2630 -0.9857 -7.5521 -0.67
H -6.1685 1.7938 3.3565 0.35
H 3.2412 5.7899 3.5054 0.46
C -5.1831 -3.3650 -0.8344 -1.01
H 0.1331 2.3506 4.0983 0.26
C 1.6252 6.3973 2.3041 -0.48
C -4.5079 -2.1750 -0.5587 -0.81
C -3.9698 2.0354 -1.6908 -0.06
H 1.6367 7.3625 2.7311 0.38
C 1.1090 0.3887 3.7577 0.38
H -6.2023 -3.3231 -1.1806 0.42
H -1.1187 -5.6021 1.2534 0.45
H 5.8155 -1.9024 -1.5843 0.46
N 0.6783 -0.6448 2.9796 1.58
C 2.5665 5.4621 2.7586 -0.85
H 1.8859 -5.5456 2.5178 0.30
H -5.6423 -0.3698 -3.3946 0.41
C 1.2189 -1.4033 -3.2584 0.06
H -2.0062 2.9878 3.7940 0.17
H 3.3141 1.4927 -0.7308 0.58
C 0.6140 4.7768 0.7715 1.14
H 0.5728 -5.6211 3.6745 0.37
H 2.4604 0.8097 5.3554 0.43
C 4.7855 -1.9455 0.8589 -1.89
N 0.5736 -2.9055 1.8827 0.22
C 4.5093 -0.2720 -1.0638 0.70
C -1.0067 0.6321 3.2482 0.03
H -4.4731 3.6106 3.6009 0.41
C -4.2727 0.7720 -2.1736 -0.37
N 1.1368 -0.1133 -2.9330 0.57
C 4.4002 -3.0387 3.2298 -1.26
H 1.7325 -4.2551 3.7524 0.34
H 3.0908 1.3900 3.7530 0.00
H 1.3215 -0.8675 -8.6002 0.44
C -6.3099 1.6367 -3.0010 -0.40
C 1.5112 3.7547 1.2970 -0.12
C 1.4767 -2.6063 -5.6407 -0.51
H 0.1265 6.9043 0.8195 0.31
H 4.3720 2.6759 -2.5379 0.45
C 1.4149 -2.3354 -6.9994 -0.33
O 1.2735 -2.3428 -2.4668 -0.76
B 1.4791 -1.9666 2.7637 -2.19
H 5.7840 -2.2821 0.7478 0.51
H 7.0443 -0.6540 -3.3388 0.34
Ba 0.3786 0.3204 -0.2425 0.70
C -2.7936 2.2755 3.4416 -0.35
H -6.6692 3.7587 -2.5199 0.40
C -2.5031 -3.2734 0.0112 0.74
N -0.3640 -2.3821 0.9104 0.94
H -4.8783 -5.5633 -0.9620 0.30
C -1.2104 -3.4140 0.7158 0.34
H 1.9401 -2.4047 3.8254 0.11
H -4.6244 4.0964 -1.3710 0.47
H 3.2602 3.4670 2.4668 0.16
O 0.8420 1.8863 -4.1115 -0.74
C 0.3619 -4.2124 2.0788 0.14
O 1.4441 2.5468 0.8874 0.34
C -6.0148 2.9138 -2.4373 -0.71
C 1.0799 -0.2294 -5.2498 0.35
C -0.7034 -4.6324 1.3014 -1.64
O -2.0035 1.0760 -0.6387 0.49
C -3.3515 -0.0346 2.8657 -0.23
H -2.8606 -1.0821 0.1696 0.98

***

Number 1: LUMO level -0.3 eV. Number 2: LUMO level -3.5 eV. Number 3: LUMO level 4.0 eV.